1.
{
  "formula": "C17H23Cl5CuNO2P2",
  "method": "wB97M-V/def2-TZVPD",
  "species": ["Cu", "P", "C", "C", "N", "C", "C", "C", "C", "C", "P", "H", "H", "H", "H", "H", "H", "H", "H", "O", "H", "H", "O", "H", "C", "H", "H", "H", "C", "H", "H", "H", "C", "H", "H", "H", "C", "H", "H", "H", "Cl", "C", "C", "C", "Cl", "C", "Cl", "C", "Cl", "C", "Cl"],
  "xyz": [[0.431, 0.113, 0.392], [-1.255, 0.931, 1.369], [-1.651, 2.482, 0.621], [-0.674, 2.975, -0.282], [0.414, 2.144, -0.554], [1.373, 2.508, -1.415], [1.420, 3.813, -1.932], [0.357, 4.695, -1.707], [-0.718, 4.245, -0.945], [2.420, 1.484, -1.898], [1.695, -0.137, -2.056], [-1.612, 4.849, -0.798], [2.261, 4.093, -2.548], [0.364, 5.712, -2.126], [2.765, 1.748, -2.911], [3.269, 1.436, -1.194], [-5.322, 1.074, -2.502], [-2.580, 3.033, 0.681], [-1.603, -2.677, -2.840], [-5.266, 0.713, -3.374], [-4.686, 1.257, -3.919], [0.585, -0.179, -1.043], [-1.734, -3.249, -2.085], [-1.984, -2.572, -1.414], [0.887, -0.342, -3.624], [1.645, -0.043, -4.365], [0.576, -1.390, -3.748], [0.003, 0.306, -3.684], [3.002, -1.350, -1.888], [2.573, -2.358, -1.789], [3.564, -1.265, -2.827], [3.636, -1.111, -1.025], [-0.628, 1.298, 3.029], [-1.341, 1.963, 3.544], [-0.526, 0.324, 3.529], [0.365, 1.758, 2.898], [-2.725, -0.087, 1.541], [-2.409, -1.094, 1.794], [-3.363, 0.312, 2.327], [-3.254, -0.145, 0.590], [2.942, 0.735, 1.580], [2.369, -0.845, 2.033], [1.217, -1.303, 1.431], [0.713, -2.555, 1.757], [-0.772, -3.070, 1.062], [1.385, -3.382, 2.688], [0.799, -4.942, 3.054], [2.534, -2.883, 3.340], [3.291, -3.785, 4.564], [3.027, -1.598, 3.017], [4.358, -0.935, 3.847]],
  "forces_ev_per_a": [[0.7, 0.9, 1.0], [-1.9, 1.4, 0.3], [0.7, -0.1, -0.7], [1.0, -0.4, -0.3], [-0.2, -0.2, -0.7], [-0.3, 1.5, 0.0], [0.3, -0.8, -0.1], [-0.7, -0.4, 0.7], [0.2, 0.1, 0.1], [-0.3, 0.7, 0.3], [-0.7, -0.4, 1.2], [0.3, 0.0, 0.0], [0.0, 0.1, -0.2], [0.0, -0.6, 0.2], [0.1, 0.1, 0.5], [-0.3, -0.1, -0.4], [0.1, 0.6, 0.6], [-0.2, -0.3, 0.1], [-0.1, -0.1, -0.7], [0.1, -0.7, -1.0], [-0.2, 0.1, 0.4], [1.1, -0.9, -2.8], [-0.1, 1.1, 0.9], [0.1, -1.0, -0.3], [0.0, 0.1, -0.4], [-0.5, -0.3, -0.1], [0.2, 0.3, 0.0], [0.3, -0.1, -0.1], [-0.3, -0.2, 0.1], [0.2, 0.3, 0.0], [0.1, -0.2, 0.2], [-0.2, -0.1, -0.2], [0.1, -0.3, 0.0], [0.5, -0.3, -0.1], [0.1, 0.4, 0.2], [-0.4, -0.1, 0.3], [-0.2, 0.1, 0.3], [0.0, -0.1, 0.2], [-0.3, -0.1, 0.0], [0.0, 0.2, 0.1], [0.3, 0.2, 0.1], [0.1, -1.3, 0.9], [-0.2, -0.2, -0.4], [1.2, 0.0, 0.9], [-0.2, -0.3, -0.2], [0.1, 0.8, -0.3], [-0.1, -0.1, 0.1], [-0.4, 0.7, -0.6], [0.2, -0.2, 0.2], [-0.5, -0.2, -0.3], [0.4, 0.0, 0.2]],
  "mulliken_charge": [-1.28, 1.43, -1.55, 0.95, 0.00, 0.67, -0.86, -0.47, -0.92, -1.14, 0.75, 0.41, 0.48, 0.41, 0.55, 0.43, 0.31, 0.38, 0.29, -0.63, 0.31, 0.56, -0.58, 0.29, -1.25, 0.44, 0.37, 0.35, -1.07, 0.40, 0.44, 0.36, -1.32, 0.46, 0.34, 0.31, -1.15, 0.34, 0.41, 0.32, -0.16, 1.30, -1.55, 1.10, -0.16, 0.19, -0.17, 0.32, -0.16, -0.09, -0.18],
  "energy_ev": -149408.4366,
  "total_charge": 1,
  "multiplicity": 2,
  "s2": 0.765,
  "homo_lumo_gap_ev": [7.47, 4.83],
  "lumo_energy_ev": [-3.0, -5.1]
}

2.
{
  "formula": "C17H23ClO4",
  "method": "wB97M-V/def2-TZVPD",
  "species": ["C", "C", "H", "H", "O", "C", "O", "C", "C", "O", "H", "H", "C", "C", "C", "C", "C", "C", "O", "C", "C", "C", "C", "C", "C", "H", "H", "Cl", "H", "H", "H", "H", "H", "H", "H", "H", "H", "H", "H", "H", "H", "H", "H", "H", "H"],
  "xyz": [[-1.541, -2.345, 2.178], [-0.715, -3.020, 0.933], [-0.303, -3.896, 1.192], [-1.484, -3.176, 0.056], [0.238, -2.340, 0.373], [1.234, -2.836, 0.059], [1.316, -4.060, -0.002], [2.334, -1.710, -0.472], [3.262, -2.132, -1.477], [3.696, -2.188, -0.040], [3.141, -2.943, -1.802], [3.691, -1.315, -2.105], [1.994, -0.463, -0.225], [3.113, 0.803, -0.374], [2.833, 2.088, 0.052], [1.563, 2.806, -0.290], [0.376, 2.440, 0.415], [-0.902, 3.209, -0.234], [-1.988, 2.895, 0.138], [-2.538, 1.582, 0.002], [-3.699, 1.086, 0.464], [-4.297, -0.063, 0.461], [-3.571, -0.872, -0.567], [-2.500, -0.512, -1.127], [-1.912, 0.863, -1.291], [-0.952, 1.022, -1.610], [-1.956, -1.391, -2.028], [-4.177, -2.401, -0.962], [-5.140, -0.529, 0.941], [-4.079, 1.713, 1.342], [-0.868, 4.448, -0.165], [-0.856, 3.096, -1.529], [0.472, 3.042, 1.394], [0.119, 1.408, 0.431], [1.800, 3.846, -0.422], [1.542, 2.728, -1.416], [3.766, 2.707, -0.175], [2.720, 2.044, 1.528], [4.001, 0.367, 0.029], [3.111, 0.940, -1.395], [1.174, -0.152, -0.565], [1.547, -0.118, 1.176], [-2.544, -2.993, 2.410], [-0.976, -2.382, 2.973], [-2.046, -1.298, 1.724]],
  "forces_ev_per_a": [[-5.4, 0.2, -7.3], [-8.8, -0.1, 0.6], [0.7, -3.5, 1.3], [1.0, -0.2, 1.9], [-6.3, 10.6, 2.5], [10.4, -5.3, -5.3], [2.1, 0.5, -0.3], [1.4, -8.9, 1.8], [2.7, 11.8, 5.2], [-1.6, 1.0, -2.3], [-1.5, -11.9, -5.2], [0.0, -0.9, 0.6], [4.2, 9.2, 8.6], [-1.8, -6.5, -0.4], [0.2, 4.2, 7.2], [3.1, 0.0, -4.4], [-3.2, 4.1, 1.1], [11.1, 4.9, -7.1], [-13.4, -4.8, 6.1], [5.8, 0.5, -8.5], [-1.5, 6.2, 6.7], [1.7, -5.5, -5.0], [-6.5, -1.1, 4.8], [9.0, 1.9, -8.7], [-5.6, -2.6, 8.2], [1.9, 0.4, -1.1], [-1.8, 2.7, 3.0], [-0.8, -1.6, 0.0], [-0.1, 0.7, 0.3], [0.3, -0.1, -1.2], [0.6, -3.0, 0.2], [0.4, 0.2, 2.8], [-0.4, -1.9, -0.7], [0.1, -0.7, 0.6], [-0.3, 1.0, 1.4], [-0.9, -1.0, 0.3], [-1.3, -0.5, 0.5], [0.7, 0.2, -3.9], [0.8, 0.0, -0.1], [0.9, -0.3, -2.9], [-6.7, 2.2, -3.4], [1.5, -1.6, -3.5], [2.6, 1.2, -0.8], [2.8, 0.8, 4.4], [1.9, -2.5, 1.9]],
  "mulliken_charge": [-0.98, -0.56, 0.69, 0.15, -0.22, 0.25, -0.72, 1.92, -1.68, -0.57, 0.76, 0.24, 0.02, -1.30, -0.34, -0.91, 0.23, -0.74, -0.27, 0.53, -0.42, -0.61, 0.94, -0.56, -0.80, 0.57, 0.09, -0.20, 0.43, 0.22, 0.18, 0.22, 0.10, 0.00, 0.57, 0.38, 0.25, 0.25, 0.44, 0.42, -0.03, 0.19, 0.29, 0.55, 0.01],
  "energy_ev": -38697.0815,
  "multiplicity": 1,
  "e_above_lowest_kj_mol": 1640.9,
  "homo_lumo_gap_ev": 8.39,
  "lumo_energy_ev": -0.5
}

3.
{
  "formula": "C17H23CuN2O4Sb2",
  "method": "wB97M-V/def2-TZVPD",
  "species": ["Cu", "O", "C", "O", "C", "C", "N", "N", "C", "C", "O", "O", "H", "H", "H", "C", "Sb", "C", "C", "C", "C", "C", "C", "C", "C", "C", "Sb", "C", "C", "H", "H", "H", "H", "H", "H", "H", "H", "H", "H", "H", "H", "H", "H", "H", "H", "H", "H", "H", "H"],
  "xyz": [[0.304, -1.916, -0.231], [4.930, -1.112, 3.091], [5.310, -1.450, 1.876], [6.466, -1.457, 1.525], [4.243, -1.800, 0.887], [4.547, -2.210, -0.387], [3.383, -2.431, -1.018], [2.328, -2.183, -0.234], [2.830, -1.805, 0.937], [1.845, -1.453, 2.038], [2.310, -1.193, 3.155], [0.625, -1.464, 1.702], [3.928, -1.137, 3.187], [5.508, -2.347, -0.858], [3.238, -2.729, -1.966], [-3.603, -2.392, 0.071], [-2.003, -1.681, -1.133], [-2.609, -2.572, -2.975], [-2.763, 0.292, -1.548], [-2.786, 1.186, -0.335], [-3.804, 1.003, 0.605], [-3.866, 1.745, 1.771], [-2.898, 2.710, 2.012], [-1.901, 2.923, 1.076], [-1.820, 2.179, -0.106], [-0.702, 2.469, -1.069], [0.998, 1.137, -0.817], [2.376, 2.465, -1.793], [1.454, 1.773, 1.169], [-4.556, -2.155, -0.399], [-3.549, -1.939, 1.060], [-3.502, -3.473, 0.170], [-3.643, -2.297, -3.186], [-2.528, -3.657, -2.904], [-1.966, -2.223, -3.784], [-3.771, 0.109, -1.922], [-2.166, 0.688, -2.368], [-4.566, 0.257, 0.408], [-4.664, 1.574, 2.483], [-2.926, 3.303, 2.918], [-1.157, 3.693, 1.255], [-0.308, 3.473, -0.908], [-1.012, 2.394, -2.113], [2.248, 3.472, -1.393], [2.193, 2.471, -2.868], [3.400, 2.133, -1.612], [1.495, 2.863, 1.206], [2.420, 1.364, 1.470], [0.692, 1.398, 1.854]],
  "forces_ev_per_a": [[-0.3, 0.4, -0.3], [-0.1, 0.0, 0.0], [0.0, 0.2, -0.1], [0.0, -0.1, 0.1], [-0.1, 0.0, 0.2], [0.0, 0.0, -0.2], [0.0, 0.0, -0.2], [0.2, -0.1, 0.2], [-0.1, 0.0, 0.0], [-0.1, -0.1, 0.0], [0.1, 0.1, -0.1], [0.3, 0.0, 0.2], [0.0, 0.0, 0.0], [-0.1, 0.0, 0.0], [0.0, 0.0, 0.0], [0.1, -0.1, 0.0], [0.1, -0.2, 0.0], [0.0, 0.0, 0.0], [0.1, 0.0, 0.1], [0.0, -0.1, -0.1], [0.0, 0.0, 0.0], [0.0, 0.0, 0.0], [0.0, 0.0, 0.0], [0.0, 0.0, 0.0], [0.1, 0.0, -0.1], [-0.1, -0.1, 0.1], [-0.1, 0.0, 0.0], [0.0, 0.0, 0.0], [0.0, 0.0, 0.0], [0.0, 0.0, 0.0], [0.0, 0.0, 0.0], [0.0, 0.0, 0.0], [0.0, 0.0, 0.0], [0.0, 0.1, 0.0], [0.0, 0.0, 0.0], [0.0, 0.1, 0.0], [0.0, 0.0, 0.0], [0.0, 0.0, 0.0], [0.0, 0.0, 0.0], [0.0, 0.0, 0.0], [0.0, 0.0, 0.0], [-0.1, 0.0, 0.0], [0.0, 0.0, 0.0], [0.0, 0.0, 0.0], [0.0, 0.0, 0.1], [-0.1, 0.0, 0.0], [0.0, 0.0, 0.0], [-0.1, 0.0, 0.0], [0.1, 0.0, 0.0]],
  "mulliken_charge": [-0.57, -0.55, 0.47, -0.61, 0.75, -0.61, 0.01, -0.51, -0.07, 1.21, -0.83, -0.54, 0.46, 0.54, 0.18, -1.32, 1.11, -1.26, -1.43, 0.76, -0.49, -0.81, -0.68, -0.65, 0.83, -1.72, 0.70, -1.32, -1.46, 0.37, 0.38, 0.39, 0.37, 0.36, 0.37, 0.64, 0.38, 0.43, 0.41, 0.40, 0.33, 0.60, 0.58, 0.39, 0.37, 0.37, 0.49, 0.43, 0.37],
  "energy_ev": -86887.7938,
  "multiplicity": 1,
  "homo_lumo_gap_ev": 8.17,
  "lumo_energy_ev": -0.1
}